# 1
Formula: C3H8OS2
Source: OMol25
Level of theory: ωB97M-V/def2-TZVPD

Computed properties:
Kohn-Sham gap: 9.127 eV
E_HOMO: -8.52 eV
charge: 0
relative energy (zero: lowest compared OMol25 entry of this formula, charge and spin): 50.8 kJ/mol

Each line ends with the Mulliken charge.
Cartesian coordinates (Å):
S (0.507, -0.330, 1.712)  -0.13
S (-0.557, 1.807, -0.221)  -0.13
C (-0.894, 0.505, 0.984)  -0.23
C (1.614, -0.035, 0.242)  -0.52
C (1.261, 1.405, -0.343)  -0.58
H (-1.555, 0.803, 1.820)  0.35
H (-1.383, -0.332, 0.449)  0.03
H (1.264, -0.821, -0.455)  0.22
H (2.693, -0.203, 0.423)  0.36
H (1.717, 1.628, -1.326)  0.37
H (1.663, 2.133, 0.388)  0.28
O (-2.107, -2.496, -0.969)  -0.66
H (-1.431, -2.271, -1.648)  0.32
H (-2.790, -1.793, -1.056)  0.32

# 2
Formula: C9H9N6
Source: OMol25
Level of theory: ωB97M-V/def2-TZVPD

Computed properties:
Kohn-Sham gap (spin up / spin down): 6.284 / 6.283 eV
E_HOMO (spin up / spin down): -12.59 / -12.59 eV
charge: +1

Each line ends with the Mulliken charge.
Cartesian coordinates (Å):
C (-1.377, -2.128, -0.289)  -0.65
C (-0.364, -3.118, -0.010)  -0.43
C (3.681, 0.605, 0.286)  -0.38
C (2.777, -0.121, 1.071)  -0.05
C (2.227, 0.022, -1.089)  -0.38
C (-0.739, -0.971, -0.124)  0.42
C (-2.490, 2.096, -0.203)  -0.58
C (-2.471, 0.706, -0.331)  0.32
C (-0.367, 1.536, 0.026)  -0.26
N (3.262, 0.690, -0.964)  -0.45
N (0.822, -2.649, 0.248)  -0.95
N (-1.321, 2.627, -0.044)  -0.42
N (1.763, -0.477, 0.130)  0.22
N (0.767, -1.309, 0.145)  0.71
N (-1.185, 0.345, -0.265)  0.23
H (-2.349, -2.377, -0.541)  0.45
H (-0.590, -4.077, 0.226)  0.51
H (4.643, 1.135, 0.658)  0.35
H (2.698, -0.363, 2.194)  0.36
H (1.558, 0.035, -1.955)  0.52
H (-3.282, 2.840, -0.161)  0.42
H (-3.422, 0.071, -0.516)  0.34
H (0.434, 1.715, -0.766)  0.30
H (0.071, 1.369, 1.012)  0.40

# 3
Formula: CH4N3O2
Source: OMol25
Level of theory: ωB97M-V/def2-TZVPD

Computed properties:
Kohn-Sham gap: 9.429 eV
E_HOMO: -16.38 eV
charge: +1
relative energy (zero: lowest compared OMol25 entry of this formula, charge and spin): 318.7 kJ/mol

Each line ends with the Mulliken charge.
Cartesian coordinates (Å):
C (0.039, 0.211, 0.039)  0.32
N (1.189, -1.325, 0.319)  -0.44
N (0.419, 1.408, -0.049)  -0.12
N (-1.408, -0.193, 0.027)  1.01
O (-1.628, -1.358, 0.034)  -0.48
O (-2.141, 0.752, -0.027)  -0.53
H (1.910, -1.244, -0.387)  0.31
H (0.542, -2.099, 0.192)  0.32
H (1.394, 1.715, -0.020)  0.30
H (-0.316, 2.133, -0.129)  0.32

# 4
Formula: C4H10OS2
Source: OMol25
Level of theory: ωB97M-V/def2-TZVPD

Computed properties:
Kohn-Sham gap: 9.218 eV
E_HOMO: -8.56 eV
charge: 0
relative energy (zero: lowest compared OMol25 entry of this formula, charge and spin): 0.0 kJ/mol

Each line ends with the Mulliken charge.
Cartesian coordinates (Å):
S (1.880, -0.025, -0.879)  -0.14
S (0.565, 1.011, -2.062)  -0.11
C (0.882, -1.516, -0.611)  -0.62
C (-0.836, 1.076, -0.913)  -0.53
C (-0.406, -1.222, 0.155)  -0.44
C (-1.388, -0.311, -0.590)  -0.56
H (0.678, -1.986, -1.592)  0.34
H (1.532, -2.205, -0.037)  0.34
H (-1.602, 1.695, -1.417)  0.35
H (-0.519, 1.613, 0.002)  0.23
H (-0.140, -0.760, 1.125)  0.24
H (-0.911, -2.184, 0.367)  0.30
H (-2.295, -0.189, 0.032)  0.30
H (-1.692, -0.797, -1.538)  0.30
O (1.039, 1.856, 2.759)  -0.63
H (1.521, 1.522, 1.969)  0.31
H (1.694, 2.421, 3.228)  0.31

# 5
Formula: C30H27BrN5O6Ru
Source: OMol25
Level of theory: ωB97M-V/def2-TZVPD

Computed properties:
2S+1: 2
Kohn-Sham gap (spin up / spin down): 6.684 / 6.470 eV
E_HOMO (spin up / spin down): -7.06 / -7.32 eV
⟨S²⟩: 0.7626
charge: 0
relative energy (zero: lowest compared OMol25 entry of this formula, charge and spin): 149.4 kJ/mol

Each line ends with the Mulliken charge.
Cartesian coordinates (Å):
Ru (0.175, -0.387, 0.019)  0.49
C (0.322, -0.830, -4.183)  -1.50
C (-0.010, -0.172, -2.874)  1.31
O (0.840, -0.247, -1.952)  -0.72
C (-1.240, 0.540, -2.812)  -1.60
C (-1.686, 1.261, -1.740)  1.13
C (-2.848, 2.195, -1.861)  -1.44
N (-1.017, 1.176, -0.567)  0.79
N (-1.333, 2.106, 0.360)  -0.79
C (-0.380, 2.107, 1.277)  0.21
O (0.677, 1.411, 1.223)  -0.78
C (-0.575, 3.008, 2.458)  0.53
C (-1.731, 3.763, 2.630)  -0.24
C (-1.896, 4.532, 3.775)  -0.70
C (-0.907, 4.556, 4.751)  -0.45
C (0.255, 3.813, 4.576)  -0.65
C (0.418, 3.041, 3.434)  -0.35
H (1.272, -1.353, -4.114)  0.35
H (0.380, -0.085, -4.981)  0.48
H (-0.469, -1.538, -4.438)  0.34
H (-1.822, 0.582, -3.723)  0.32
H (-3.279, 2.144, -2.858)  0.40
H (-2.528, 3.216, -1.654)  0.33
H (-3.606, 1.945, -1.116)  0.31
H (-2.495, 3.732, 1.864)  0.47
H (-2.801, 5.111, 3.908)  0.40
H (-1.038, 5.155, 5.643)  0.41
H (1.030, 3.838, 5.334)  0.45
H (1.313, 2.451, 3.273)  0.46
O (4.393, -4.604, 3.518)  -0.51
C (4.271, -4.634, 2.104)  -0.69
C (3.510, -3.423, 1.653)  0.44
C (3.705, -2.899, 0.384)  -0.81
C (2.940, -1.823, -0.019)  -0.90
N (2.012, -1.274, 0.763)  -0.06
C (1.828, -1.776, 1.981)  0.59
C (2.565, -2.830, 2.475)  -0.58
C (0.705, -1.154, 2.743)  0.43
C (0.757, -0.929, 4.102)  -0.36
C (-0.324, -0.313, 4.733)  0.53
C (-0.273, 0.027, 6.202)  -0.83
O (1.021, 0.415, 6.632)  -0.53
C (-1.432, -0.007, 3.970)  -1.02
C (-1.409, -0.267, 2.610)  -0.83
N (-0.354, -0.797, 2.004)  0.46
H (4.817, -5.415, 3.810)  0.31
H (3.719, -5.521, 1.778)  0.29
H (5.248, -4.652, 1.616)  0.36
H (4.433, -3.329, -0.293)  0.47
H (3.068, -1.360, -0.989)  0.67
H (2.382, -3.216, 3.468)  0.57
H (1.641, -1.198, 4.667)  0.69
H (-0.525, -0.857, 6.789)  0.34
H (-1.016, 0.797, 6.423)  0.36
H (1.296, 1.181, 6.115)  0.31
H (-2.301, 0.461, 4.416)  0.44
H (-2.252, -0.036, 1.973)  0.48
Br (3.103, -4.446, -4.389)  -0.18
C (1.579, -4.761, -3.314)  -0.34
C (0.917, -5.975, -3.387)  -0.11
N (-0.149, -6.242, -2.633)  -0.63
C (-0.574, -5.300, -1.788)  -0.23
C (0.029, -4.058, -1.661)  0.10
C (1.134, -3.783, -2.450)  -0.03
C (-0.399, -3.019, -0.653)  0.71
O (0.000, -3.264, 0.485)  -0.58
O (-1.022, -1.962, -1.032)  -0.80
H (1.251, -6.750, -4.068)  0.39
H (-1.434, -5.555, -1.179)  0.45
H (1.628, -2.821, -2.385)  0.69

# 6
Formula: C12H22B5F20N4
Source: OMol25
Level of theory: ωB97M-V/def2-TZVPD

Computed properties:
Kohn-Sham gap: 6.218 eV
E_HOMO: -3.18 eV
charge: -3

Each line ends with the Mulliken charge.
Cartesian coordinates (Å):
C (1.705, 4.200, -1.707)  -1.02
C (1.446, 2.768, -1.182)  -0.64
N (0.883, 2.846, 0.161)  0.22
C (-0.489, 2.824, 0.493)  -0.54
C (-0.594, 3.045, 1.872)  -0.55
N (0.669, 3.206, 2.364)  0.22
C (1.524, 3.120, 1.321)  -0.25
C (1.073, 3.510, 3.742)  -0.85
H (2.451, 4.120, -2.498)  0.36
H (2.172, 4.885, -1.000)  0.33
H (0.801, 4.652, -2.114)  0.33
H (2.351, 2.160, -1.189)  0.45
H (0.826, 2.162, -1.844)  0.36
H (-1.207, 2.668, -0.299)  0.54
H (-1.439, 3.203, 2.525)  0.52
H (2.592, 3.149, 1.479)  0.51
H (2.060, 3.961, 3.836)  0.33
H (1.050, 2.559, 4.275)  0.34
H (0.414, 4.237, 4.216)  0.34
C (-5.250, -4.662, 1.845)  -1.13
C (-4.381, -3.347, 1.711)  -0.40
N (-3.723, -3.300, 0.458)  0.24
C (-4.220, -3.757, -0.763)  -0.35
C (-3.094, -3.942, -1.592)  -0.38
N (-1.959, -3.529, -0.939)  0.13
C (-2.358, -3.073, 0.246)  -0.30
C (-0.552, -3.718, -1.312)  -0.75
H (-5.965, -4.748, 1.026)  0.38
H (-5.891, -4.494, 2.711)  0.36
H (-4.640, -5.554, 1.985)  0.29
H (-3.681, -3.194, 2.532)  0.35
H (-5.050, -2.492, 1.817)  0.32
H (-5.270, -4.008, -0.784)  0.41
H (-2.938, -4.255, -2.614)  0.41
H (-1.695, -2.758, 1.039)  0.43
H (0.085, -2.872, -1.052)  0.35
H (-0.471, -3.844, -2.391)  0.28
H (-0.193, -4.592, -0.767)  0.36
B (-6.714, 3.302, 2.632)  0.60
F (-6.126, 3.166, 1.417)  -0.39
F (-6.345, 2.205, 3.388)  -0.43
F (-6.423, 4.520, 3.160)  -0.39
F (-8.048, 3.209, 2.490)  -0.39
B (-3.028, 1.157, -5.926)  0.59
F (-3.796, 1.700, -6.965)  -0.42
F (-3.677, 0.162, -5.345)  -0.36
F (-1.809, 0.710, -6.347)  -0.39
F (-2.836, 2.158, -4.977)  -0.42
B (4.082, -3.127, 3.029)  0.60
F (5.202, -3.026, 2.173)  -0.41
F (3.036, -3.820, 2.477)  -0.42
F (4.357, -3.858, 4.153)  -0.40
F (3.604, -1.897, 3.223)  -0.37
B (7.657, 2.553, 0.236)  0.60
F (8.131, 3.599, 1.022)  -0.43
F (6.929, 1.637, 0.890)  -0.36
F (6.889, 3.048, -0.791)  -0.42
F (8.640, 1.818, -0.333)  -0.40
B (6.656, -2.099, -3.489)  0.59
F (6.142, -1.656, -4.577)  -0.34
F (5.899, -1.571, -2.441)  -0.43
F (6.629, -3.440, -3.350)  -0.41
F (7.908, -1.584, -3.360)  -0.41

# 7
Formula: C3H9N5
Source: OMol25
Level of theory: ωB97M-V/def2-TZVPD

Computed properties:
Kohn-Sham gap: 9.006 eV
E_HOMO: -8.70 eV
charge: 0
relative energy (zero: lowest compared OMol25 entry of this formula, charge and spin): 740.6 kJ/mol

Each line ends with the Mulliken charge.
Cartesian coordinates (Å):
C (-1.853, -0.833, 0.651)  -0.93
C (-0.342, 1.303, -0.174)  -0.41
C (0.629, 0.110, -0.261)  0.52
H (-0.825, -1.425, 0.619)  0.31
H (-1.459, -0.276, 1.463)  0.41
H (-2.783, -1.529, 0.986)  0.25
H (-3.222, 0.104, -0.229)  0.30
H (-0.156, 2.309, 0.000)  0.46
H (-0.044, -0.904, -1.773)  0.28
H (1.902, 1.363, 0.991)  0.30
H (3.375, -1.123, 0.459)  0.29
H (3.228, 0.251, -1.212)  0.30
N (-2.333, -0.007, -0.494)  -0.18
N (-1.652, 1.208, -0.400)  -0.44
N (0.630, -1.024, -0.979)  -0.70
N (1.763, 0.379, 0.353)  -0.13
N (3.144, 0.093, 0.000)  -0.65

| no. | electronic energy (hartree) |
| --- | --- |
| 1 | -990.69124 |
| 2 | -676.47017 |
| 3 | -354.76548 |
| 4 | -1030.03175 |
| 5 | -4553.54966 |
| 6 | -2812.13073 |
| 7 | -393.23144 |